Record 1
72
Properties=species:S:1:pos:R:3:forces:R:3 method="wB97M-V/def2-TZVPD" spin_multiplicity=4 molar_mass_g_mol=770.745 homo_ev="-15.2 / -15.2" e_above_lowest_kcal_mol=50.6 energy_ha=-4259.2713 total_charge=+3 homo_lumo_gap_ha="0.1171 / 0.1414" largest_force_ev_per_a=3.35
Re -0.689383 -0.161344 0.057165 1.108 -2.498 0.536
Br -0.564002 2.310593 -0.385911 0.164 0.490 -0.286
O -1.559466 -3.065316 -2.760699 -1.238 1.603 0.124
O -0.609285 -2.091067 -0.467989 -1.252 2.818 1.302
N 0.877283 -0.191744 -1.268057 -0.384 0.560 -0.306
N 1.310651 -1.423105 -1.584233 0.321 -0.614 -0.018
N -2.647985 -0.209092 0.808946 -0.160 0.113 -0.040
N -7.964145 0.099982 1.391643 -0.823 0.060 0.071
C 0.891075 2.179189 -1.678757 0.150 -0.049 -0.045
C 0.993438 1.028690 4.369759 -0.073 0.160 -0.096
C 1.738034 0.604831 1.554385 0.410 -0.125 -0.200
C -0.639324 -5.094725 -3.507812 -0.235 0.989 0.549
C -0.079988 0.778444 3.291229 -0.101 -0.005 0.169
C -4.814502 -1.218313 0.594584 0.152 0.214 0.143
C 0.828324 6.839245 -3.302417 -0.126 0.195 0.109
C -3.439958 -1.241029 0.465951 -0.379 -0.739 -0.198
C -1.282288 0.097331 3.937109 0.112 0.116 -0.177
C 1.339192 0.860621 -1.905616 -0.080 0.376 0.058
C -0.573300 -3.946551 -2.688053 1.515 -1.470 0.074
C -6.832513 0.012667 1.267305 0.456 -0.071 -0.022
C 2.927661 -1.490623 1.331440 -0.175 0.234 -0.110
C -4.601733 0.975191 1.542500 0.264 -0.159 -0.073
C 0.972500 4.662415 -2.227092 -0.004 0.521 -0.100
C 1.843439 -2.146023 1.950073 -0.484 0.080 0.383
C 0.517220 -3.776871 -1.798796 -1.024 0.613 -0.315
C 0.606712 -2.536243 -0.922757 1.834 -1.551 -0.487
C 1.307585 3.289178 -2.374503 -0.384 0.096 0.254
C -5.421369 -0.078753 1.128766 0.514 -0.148 -0.091
C 2.835988 -0.102416 1.132909 -0.169 0.235 0.062
C 1.343509 -5.950656 -2.461967 0.187 0.476 0.284
C 4.119765 -2.233185 0.878375 0.190 -0.160 0.081
C 0.266941 6.606379 -0.957773 0.031 0.048 -0.074
C 0.552608 5.263339 -1.014261 0.070 -0.168 -0.176
C 0.729354 -1.453209 2.373241 0.277 -0.322 -0.124
C 1.126189 5.499472 -3.365986 0.027 -0.432 0.272
C 0.631305 -0.031454 2.224595 -0.454 -0.053 -0.720
C 0.386948 7.399541 -2.103089 0.133 -0.356 -0.114
C 1.452747 -4.788799 -1.695127 0.190 -0.990 -0.372
C 0.300047 -6.089324 -3.376007 0.345 0.089 0.280
C -3.240795 0.867658 1.358721 -0.388 0.646 0.268
H 4.306984 -2.056887 -0.181318 -0.053 -0.008 -0.104
H 0.552855 1.581109 5.192752 -0.033 0.091 0.126
H 2.119548 0.734662 -2.651640 -0.038 -0.066 -0.040
H 1.916505 -3.204468 2.161206 -0.011 -0.083 -0.055
H 0.220860 -6.988937 -3.965865 -0.006 -0.056 -0.093
H 1.222057 -2.805674 -0.033539 -0.345 -0.005 -0.338
H 2.275404 -4.702156 -1.003549 0.169 0.054 0.194
H 1.968103 3.070223 -3.207912 0.061 -0.175 -0.046
H 2.073557 -6.738315 -2.344444 0.016 0.009 -0.011
H -5.401468 -2.072173 0.294381 -0.014 -0.082 -0.034
H 5.012272 -1.864463 1.387916 0.046 0.036 0.112
H -1.776991 0.805771 4.595601 -0.075 0.033 0.066
H -0.018542 7.059444 -0.020529 -0.024 0.024 0.054
H 0.164131 8.453326 -2.052881 -0.025 0.128 0.013
H 1.444349 5.056180 -4.298371 0.113 0.022 -0.098
H -1.514648 -2.441654 -2.006553 -0.044 -0.718 -0.748
H -2.946473 -2.130740 0.093326 -0.013 0.050 -0.083
H -2.004382 -0.256307 3.207008 -0.075 -0.119 0.075
H -0.968494 -0.740684 4.552325 0.003 -0.121 0.087
H -2.596620 1.674339 1.685325 0.041 0.001 -0.024
H 1.791907 -1.580020 -2.465634 -0.290 0.080 0.018
H 4.032030 -3.298696 1.064580 0.040 -0.075 -0.026
H -1.462392 -5.173214 -4.202470 -0.082 -0.040 -0.003
H -0.367712 1.753467 2.879119 0.016 -0.041 -0.062
H 0.545343 4.688462 -0.102031 -0.025 0.014 0.134
H 3.662554 0.413693 0.667699 0.100 0.086 -0.047
H 1.739672 1.684003 1.472164 -0.048 0.077 -0.006
H 0.947015 7.458968 -4.178261 -0.025 0.034 -0.052
H 1.828860 1.601449 3.979226 0.128 0.105 0.032
H -0.048377 -1.977137 2.910957 -0.070 -0.034 -0.003
H -5.025854 1.854661 2.000608 0.010 0.106 0.012
H 1.369466 0.086844 4.759012 0.041 -0.151 0.074

---

Record 2
144
Properties=species:S:1:pos:R:3:forces:R:3 method="wB97M-V/def2-TZVPD" molar_mass_g_mol=876.083 homo_ev=-11.7 e_above_lowest_kcal_mol=41.0 energy_ha=-3102.5478 total_charge=+3 homo_lumo_gap_ha=0.2106 largest_force_ev_per_a=3.34
F 6.048685 -0.084259 -2.237677 -0.170 -0.631 -0.269
F 7.316861 -0.572907 -0.586808 -0.220 0.065 0.471
F 5.239370 -1.196401 -0.520638 0.342 0.030 -0.311
O -5.004652 3.509196 -1.875551 0.505 0.467 -0.146
O -4.864825 -3.018604 0.816057 -0.515 0.679 -0.374
O 1.590508 2.579173 1.811453 0.063 0.026 1.114
O 2.833082 -0.808270 2.766010 -0.739 0.702 -0.034
O 2.993497 -2.692514 -3.730547 -0.266 0.579 -0.135
O -0.921807 4.363476 -1.585648 1.430 0.011 0.109
O -9.640447 -1.699998 3.602512 1.015 -0.184 -0.331
O 5.135548 -1.893671 -8.197854 -0.720 0.012 0.382
O 0.653417 -2.123273 -0.655506 -0.647 0.033 0.006
O -0.266609 -0.154542 4.422856 0.317 0.053 -0.186
O 4.723848 1.974467 -1.059591 0.880 -0.623 -0.514
O 5.380904 1.114564 1.019028 -1.226 -0.575 0.069
O 2.337118 2.613782 5.603665 0.666 0.093 0.416
O 0.524690 -0.241749 -1.685214 -0.720 -0.040 0.072
O -1.015905 -0.786175 -0.229979 0.161 -0.080 -0.421
N 3.477512 -3.260320 -6.346108 -0.333 -0.848 -0.396
N 3.674787 2.186517 3.300682 1.206 0.974 1.282
N 0.988500 -2.510202 3.706572 -2.637 -0.268 -0.691
N -2.693045 2.389254 -2.687776 0.251 -1.807 0.262
N 0.037490 -1.065333 -0.885419 0.772 0.303 0.406
N -7.370111 -2.847673 2.246956 1.034 -0.049 0.917
C 1.571229 3.307054 6.579952 -0.694 -0.634 -0.105
C -3.221251 2.040483 -1.291267 0.473 2.038 -1.024
C -9.859598 -0.651030 4.534106 -1.148 0.486 -0.332
C -6.327624 3.596737 -2.351397 -1.668 0.179 0.301
C 4.441969 2.195069 4.606625 0.691 -0.809 -0.318
C 3.723439 2.947381 5.705497 -0.730 0.869 -0.367
C 5.680650 1.196025 -0.298136 0.612 0.824 3.178
C 3.897467 -1.479238 2.109378 0.191 0.112 -1.084
C -3.869333 -1.990514 0.718297 1.121 -1.439 0.088
C 6.075747 -0.191112 -0.881520 -0.461 1.182 -0.868
C -0.626749 3.763817 -2.846765 -1.469 0.173 0.391
C -8.377392 -3.658213 3.066717 0.214 1.156 -0.713
C 2.534851 -3.932222 -4.161220 0.731 -0.852 0.309
C -8.942170 -2.788740 4.165569 -0.960 -0.340 0.111
C -0.415874 -2.474405 4.388616 1.236 0.532 -0.703
C 2.237620 -3.825880 -5.634798 1.264 1.333 0.178
C 3.382540 -3.566761 -7.848096 -0.364 1.861 1.441
C 2.815899 2.278271 -2.426387 0.848 -0.333 -0.061
C 4.654679 -3.163900 -8.519753 0.970 -1.375 -0.254
C -4.711624 2.256368 -1.364817 -0.953 -2.679 0.572
C 1.605620 -0.756076 2.047750 -0.244 -0.609 0.468
C 0.899693 -2.103727 2.226841 1.199 -0.242 0.209
C 3.401761 -2.655155 -2.346238 0.300 -0.008 -0.873
C 3.523945 3.577382 2.725712 -0.641 -1.033 0.958
C 6.505003 -1.764991 -8.573986 -0.061 0.469 -1.020
C -7.216712 -3.312584 0.805775 -0.201 0.593 0.546
C 3.541779 1.341196 -1.450539 -0.778 0.134 -0.179
C 2.653502 3.445838 1.517571 0.250 0.905 -1.364
C 0.581481 2.443118 0.866741 -0.642 -0.125 -0.581
C -0.760427 1.155585 4.214708 -0.308 0.023 -0.418
C -1.158074 -1.184937 4.075511 0.212 0.209 1.423
C -0.107602 5.530081 -1.398191 -0.366 0.308 -0.042
C -1.186916 2.366175 -2.799703 0.125 0.007 -1.112
C -6.045534 -2.622497 0.113904 -0.027 0.239 1.727
H -6.456924 -2.864795 2.708289 0.138 -0.268 -0.185
H -1.209913 4.411691 -3.514236 0.256 -0.444 -0.781
H -10.236557 -1.036090 5.483429 0.394 0.004 0.131
H -6.162675 -1.550043 0.310041 -0.171 0.177 -0.461
H -7.064974 -4.385256 0.897178 -0.205 -0.069 -0.362
H -9.110527 -3.837992 2.282222 -0.447 -0.644 0.588
H -0.606101 6.194156 -0.695420 -0.015 -0.179 0.146
H 4.554059 1.152045 4.902682 -0.145 -0.085 -0.104
H -9.668883 -3.419704 4.689439 0.157 -0.077 0.243
H -0.113374 3.292094 0.864526 0.218 0.135 -0.115
H 0.579312 2.860000 6.506617 -0.109 0.294 0.034
H 3.204241 3.095896 0.638645 0.289 -0.394 0.223
H 0.976584 2.263415 -0.134941 0.075 0.187 -0.149
H -2.946974 -2.458762 1.067521 -0.025 0.071 0.085
H -6.680026 4.590252 -2.630896 1.047 0.340 0.056
H 5.454510 2.541220 4.409262 -0.076 0.303 0.067
H 2.604709 -3.124840 -1.777694 0.233 0.164 0.492
H 4.387092 -3.119668 -2.254601 -0.200 -0.486 0.141
H 1.903682 3.118017 7.603073 0.337 0.070 -0.073
H -7.910245 -4.536580 3.502030 0.027 -0.176 -0.430
H 2.064698 -4.776568 -6.125043 -0.538 0.013 0.164
H -0.010306 6.087759 -2.332802 -0.013 -0.052 -0.084
H 2.570568 -2.927795 -8.200674 -0.200 -0.260 0.037
H 0.397712 3.711255 -3.219133 0.259 0.270 0.663
H -2.737665 1.084147 -1.096608 -0.697 -0.269 0.412
H 6.736040 -0.702781 -8.577861 0.116 -0.057 0.535
H -10.684722 -0.071323 4.117362 0.107 0.059 0.002
H 1.667680 -4.347077 -3.633510 -0.236 0.452 0.076
H -2.824557 2.800058 -0.616518 0.310 -0.082 -0.079
H 3.321842 -4.680416 -3.977956 0.076 -0.165 -0.209
H 0.032621 1.861158 4.449768 0.032 -0.094 0.019
H 7.179283 -2.365623 -7.963578 -0.089 0.115 0.237
H 3.747762 -2.563923 2.102418 0.275 -0.074 0.467
H 2.413134 3.118455 -1.863378 -0.305 0.124 -0.217
H 5.411157 -3.888673 -8.182617 0.086 -0.180 -0.412
H 4.153000 1.667048 2.555202 0.682 -0.817 -0.501
H -0.124336 -2.561746 5.431552 -0.745 -0.134 0.204
H -6.012828 -2.800683 -0.960056 0.013 -0.219 0.001
H -0.978363 1.839382 -3.733935 0.051 0.286 -0.159
H 3.819129 4.035616 5.610869 0.079 0.051 -0.303
H -1.048823 1.274587 3.164545 0.077 0.107 -0.048
H 1.501471 -3.036923 -5.775444 -0.445 -0.470 -0.278
H 3.983474 -1.183317 1.059717 -0.314 0.210 0.336
H 2.389574 4.476458 1.235770 -0.697 -0.092 0.147
H 4.106486 2.763694 6.711771 0.185 -0.592 -0.130
H 3.619141 -2.261556 -6.188951 -0.280 0.080 0.017
H 3.074392 4.170960 3.520781 -0.179 0.108 -0.224
H 1.678418 -0.580583 0.974018 0.506 0.090 0.016
H -8.196425 -2.468104 4.899870 0.206 0.013 -0.120
H 3.115068 -4.615232 -7.911233 0.262 -0.044 -0.432
H 1.673097 -1.960877 4.226919 0.192 0.228 -0.307
H 4.505690 3.983039 2.494133 0.081 -0.276 -0.098
H 2.089875 1.743777 -3.040285 -0.402 0.023 0.409
H 3.545781 2.660564 -3.143772 0.078 0.134 0.164
H -9.008251 0.026443 4.623513 0.190 -0.296 0.263
H -7.664648 -1.872530 2.357860 -0.342 0.030 -0.562
H -7.019714 3.360448 -1.534856 0.006 -0.466 -0.130
H -5.236061 1.447270 -1.903949 0.458 0.201 -1.001
H -1.999346 -1.091095 4.774382 -0.286 -0.434 -0.193
H 4.823076 -1.118822 2.551323 0.007 -0.452 0.201
H -4.046454 -1.133367 1.371218 -0.423 0.190 -0.328
H 3.698480 0.375912 -1.940209 0.162 0.082 0.075
H 4.463085 -3.306960 -9.590326 0.386 0.106 -0.079
H -0.007099 1.554997 1.110139 0.107 -0.015 0.101
H 0.894249 5.290591 -1.039992 -0.011 -0.215 0.033
H -1.555892 -1.148434 3.057379 0.288 0.195 -0.155
H 1.191188 -3.503726 3.766177 0.722 0.117 -0.018
H 6.615574 1.770223 -0.292552 0.082 0.200 -1.239
H -0.755027 1.686593 -2.060924 -0.163 0.342 0.425
H 1.513291 4.379090 6.384767 0.131 0.031 -0.030
H 4.319411 -3.677058 -5.942323 0.004 -0.198 -0.104
H 0.999883 0.026585 2.493009 0.167 0.133 0.018
H -3.642089 -1.773923 -0.325913 -0.288 0.511 0.038
H -1.649211 1.370890 4.815742 0.075 -0.119 0.206
H -3.164547 3.170392 -3.146316 0.193 0.535 0.597
H 6.634673 -2.054123 -9.621851 -0.058 -0.260 0.042
H -6.531895 2.982144 -3.232368 0.272 -0.371 0.185
H -0.122076 -2.124948 1.862947 -0.033 0.045 0.155
H -8.177318 -3.014181 0.389834 0.065 -0.507 -0.525
H 2.893762 1.174324 -0.577840 0.024 -0.268 0.016
H 1.457128 -2.862113 1.681453 -0.065 -0.016 -0.045
H -5.154813 1.950583 -0.402040 0.160 1.201 0.537
H 3.591511 -1.617310 -2.088145 -0.605 -0.088 -0.004
H -0.945172 -3.327490 3.971201 -0.047 -0.150 0.378
H -2.990519 1.585937 -3.243071 -0.138 0.056 -0.085
H 2.818330 1.710708 3.575292 -0.524 0.399 -0.805

---

Record 3
54
Properties=species:S:1:pos:R:3:forces:R:3 method="wB97M-V/def2-TZVPD" molar_mass_g_mol=684.703 homo_ev=-1.7 e_above_lowest_kcal_mol=46.0 energy_ha=-2400.9298 total_charge=-2 homo_lumo_gap_ha=0.2189 largest_force_ev_per_a=5.41
Te 1.390319 -2.831601 1.873677 1.019 -2.951 4.413
Ag 0.742282 -0.457851 0.559499 -0.260 1.098 -0.848
S 2.823924 0.508771 -1.291597 0.157 -0.416 -0.093
F 0.822882 -4.637371 2.227386 0.004 0.442 -0.440
F 3.077954 -3.708657 2.160591 -0.310 0.350 -0.452
F 2.515396 -1.297737 2.230941 -0.905 -0.152 -0.554
F 1.431159 -2.774283 3.823732 -0.119 0.179 -0.697
F -0.475239 -2.551897 2.333351 0.881 0.665 -0.556
O 0.309509 0.678031 2.845817 -0.397 -0.182 0.265
O 1.351435 -2.889358 0.120833 -0.064 0.289 -0.882
O -2.083119 1.851838 -0.122876 0.036 -0.081 -0.053
N -1.378678 -1.156425 0.012105 -0.014 -0.164 0.119
N 1.195827 1.906331 0.207806 0.183 0.180 -0.003
N -2.145955 1.623976 -2.393999 0.081 -0.032 -0.010
N -0.721910 -0.499007 4.495956 0.019 -0.092 0.094
N -3.862255 2.725442 -1.219764 0.037 0.029 0.028
N -1.951050 0.400621 2.724794 0.111 -0.066 -0.073
C 0.729146 3.020218 0.764062 -0.075 -0.016 0.009
C -4.634287 2.937991 -2.418639 0.047 0.016 -0.092
C -4.549779 2.972054 0.027898 0.135 -0.080 -0.069
C -1.023293 0.692445 -2.466083 -0.034 0.053 0.098
C 3.043591 3.170002 -0.647381 -0.050 0.085 0.050
C -3.701797 3.046143 -3.608542 0.019 -0.107 0.109
C 1.339475 4.254569 0.636734 0.018 0.096 0.035
C -2.478113 -1.493336 -0.069266 0.220 0.263 -0.111
C 2.331554 1.949875 -0.528094 -0.159 0.115 -0.019
C -2.866671 1.780997 -3.637795 -0.102 0.063 0.019
C 2.541484 4.313129 -0.074233 -0.052 -0.098 0.022
C -0.722509 0.185008 3.299377 0.207 0.482 -0.113
C -2.654811 2.028692 -1.186628 -0.059 0.027 0.068
B -4.006658 -1.830829 -0.214359 -0.312 -0.052 -0.051
H -4.423593 -2.241484 0.854089 -0.026 -0.006 0.034
H -1.426218 -1.214814 4.575397 -0.048 -0.054 -0.012
H -4.586306 -0.798206 -0.529794 0.017 0.028 0.007
H -0.298487 1.048754 -3.201087 0.002 0.023 0.026
H 3.076063 5.254056 -0.163079 0.017 -0.009 -0.029
H -4.145995 -2.670328 -1.084119 -0.019 -0.037 -0.006
H -1.378581 -0.301132 -2.752336 0.002 0.005 -0.033
H -5.212453 3.858917 -2.290074 -0.016 -0.003 -0.003
H -2.603063 -0.368640 2.779215 -0.023 0.009 -0.018
H -4.263699 3.169772 -4.536183 -0.008 -0.040 -0.001
H -0.184884 2.898772 1.333072 0.020 0.025 0.009
H -3.518693 0.915506 -3.826612 0.049 -0.037 -0.028
H 0.910299 5.137501 1.093187 -0.020 -0.039 0.030
H -2.128942 1.817872 -4.442526 0.001 -0.006 -0.012
H -4.788492 4.036521 0.124821 -0.049 -0.009 0.013
H 0.198133 -0.860835 4.701530 0.066 -0.108 -0.078
H -5.474635 2.387521 0.086059 -0.011 0.014 -0.008
H -1.866280 0.754122 1.776440 -0.072 -0.032 -0.076
H -3.042183 3.907108 -3.477217 -0.025 0.039 -0.037
H 3.980308 3.167508 -1.187302 -0.022 0.016 -0.047
H -0.531120 0.589630 -1.506488 -0.066 0.232 -0.010
H -5.350752 2.118752 -2.584703 -0.031 0.026 0.033
H -3.897923 2.673543 0.842317 -0.002 0.020 0.035